# 1
Entry from OMol25: a 2-piece molecular cluster, CH3I3Si overall in a non-equilibrium geometry (wB97M-V/def2-TZVPD).

XYZ file:
```
8
Properties=species:S:1:pos:R:3
C -0.296 -0.131 -0.073
Si -2.192 -0.272 -0.275
I -3.353 -1.592 1.370
I -3.157 2.976 0.459
I -2.926 -0.428 -2.630
H 0.205 0.669 -0.498
H -0.288 -0.119 0.981
H 0.077 -1.064 -0.557
```

## Properties
**M**: 423.8 u
**Energy relative to the best compared isomer or geometry (same formula, charge and spin)**: 189.63 kJ/mol
**Spin multiplicity**: 1


# 2
Entry from OMol25: the molecule C2H3NO2 (wB97M-V/def2-TZVPD).

XYZ file:
```
8
Properties=species:S:1:pos:R:3
O -1.242 0.943 -1.685
C -0.561 0.846 -0.696
N -0.255 -0.378 -0.139
C 0.671 -0.591 0.874
O 1.077 0.269 1.602
H -0.187 1.732 -0.174
H -0.480 -1.173 -0.724
H 0.977 -1.648 0.942
```

## Properties
**SMILES**: O=CNC=O
**M**: 73.1 u
**Energy relative to the best compared isomer or geometry (same formula, charge and spin)**: 4.76 kJ/mol
**Spin multiplicity**: 1


# 3
Entry from OMol25: C10H15BeF3N2O as an isolated structure in a non-equilibrium geometry (wB97M-V/def2-TZVPD).

XYZ file:
```
32
Properties=species:S:1:pos:R:3
C -0.647 -3.964 0.509
N -1.622 -2.864 0.136
C -0.795 -1.628 0.065
C -1.572 -0.324 -0.439
C -2.914 0.161 0.309
N -2.856 1.669 0.454
C -1.755 2.101 -0.451
O -1.674 3.026 -1.267
C -0.638 0.950 -0.122
C 0.706 1.130 -0.998
C 1.930 0.191 -0.511
C 3.343 0.933 -0.536
F 4.419 0.460 -1.335
C 3.639 2.113 0.232
F 4.691 2.059 1.181
F 2.976 3.381 0.092
H 0.021 -3.554 1.363
H 0.052 -4.142 -0.373
H -1.163 -4.897 0.903
H -2.332 -2.808 0.897
H -0.286 -1.403 1.066
H 0.038 -1.831 -0.699
H -1.886 -0.415 -1.531
H -3.863 -0.158 -0.268
H -3.135 -0.260 1.346
H -2.490 1.995 1.373
H -0.532 1.010 1.023
H 0.432 0.794 -2.056
H 1.016 2.229 -0.930
H 1.652 -0.210 0.531
H 1.985 -0.711 -1.229
Be 3.260 4.968 1.263
```

## Properties
**M**: 245.2 u
**Charge**: +2
**Spin multiplicity**: 1


| no. | HOMO-LUMO gap (eV) | calculated total energy (eV) |
| --- | --- | --- |
| 1 | 6.506 | -33266.49652 |
| 2 | 11.161 | -7707.79362 |
| 3 | 1.996 | -24164.69940 |